{
  "formula": "C39H76N3O32P2S9",
  "method": "ωB97M-V with the def2-TZVPD basis set",
  "orbital_gap_ev": 7.7,
  "total_energy_ev": -227747.3207,
  "charge": 1,
  "fmax_ev_per_a": 2.706,
  "e_above_lowest_kcal_mol": 0.0,
  "species": ["C", "C", "O", "P", "O", "C", "C", "C", "C", "O", "C", "C", "N", "C", "C", "C", "C", "C", "P", "C", "C", "C", "C", "C", "C", "S", "C", "S", "N", "C", "C", "N", "C", "O", "C", "C", "H", "H", "H", "H", "H", "H", "H", "H", "H", "H", "H", "H", "H", "H", "H", "H", "H", "H", "H", "H", "H", "H", "H", "H", "H", "H", "H", "H", "H", "H", "H", "H", "H", "H", "H", "H", "H", "H", "H", "H", "H", "H", "H", "H", "H", "H", "H", "H", "C", "C", "O", "S", "O", "O", "O", "H", "H", "H", "H", "C", "C", "O", "S", "O", "O", "O", "H", "H", "H", "H", "C", "C", "O", "S", "O", "O", "O", "H", "H", "H", "H", "C", "C", "O", "S", "O", "O", "O", "H", "H", "H", "H", "C", "C", "O", "S", "O", "O", "O", "H", "H", "H", "H", "C", "C", "O", "S", "O", "O", "O", "H", "H", "H", "H", "C", "C", "O", "S", "O", "O", "O", "H", "H", "H", "H"],
  "coordinates": [[5.28009, 0.66946, -4.07827], [4.88559, -0.57400, -4.89039], [3.98881, -1.46258, -4.20114], [2.47428, -1.01550, -3.98302], [1.58004, -2.09528, -4.42953], [2.06423, 0.55903, -4.75776], [0.56001, 0.58614, -5.13510], [-0.20430, 1.15846, -3.94502], [-1.72124, 0.89936, -4.00445], [-1.98854, -0.35092, -4.62561], [-2.09669, -1.34845, -3.64699], [-3.30163, -1.15485, -2.72703], [-3.59261, 0.29937, -2.39122], [-4.57436, 0.81583, -3.41217], [-6.07288, 0.71522, -3.13343], [-6.75274, -0.65779, -3.37919], [-6.83396, -1.57528, -2.15287], [-8.12070, -0.42547, -4.03359], [-4.18326, 0.22372, -0.65056], [-4.80419, 1.84173, -0.07258], [-2.79660, -0.26463, 0.42908], [-2.25056, 1.00365, -2.56004], [-2.29118, 2.52047, -2.21316], [-1.46208, 2.92493, -0.96028], [-2.02344, 4.14285, -0.17766], [-0.81070, 5.51657, -0.06581], [0.27745, 5.30987, 1.34492], [0.19109, 6.36657, 2.56338], [1.27214, 4.31500, 1.36910], [2.62050, 4.51594, 1.60191], [3.21370, 3.30946, 1.53606], [2.26440, 2.31591, 1.29496], [1.14433, 2.96858, 1.21496], [2.21526, -0.76960, -2.41236], [3.20340, -1.26477, -1.48906], [3.23856, -2.78588, -1.38099], [4.67999, 0.72188, -3.17104], [5.14739, 1.58724, -4.64128], [6.30712, 0.56695, -3.74604], [5.79404, -1.15007, -5.03020], [4.54747, -0.32417, -5.89203], [2.21407, 1.32563, -3.99490], [2.68978, 0.85690, -5.59201], [0.26832, -0.42857, -5.37240], [0.47025, 1.25585, -5.98608], [-0.04061, 2.23678, -3.93616], [0.22920, 0.77625, -3.01875], [-2.20287, 1.66192, -4.61337], [-1.17692, -1.46596, -3.06747], [-2.24505, -2.29793, -4.15304], [-3.09619, -1.72050, -1.82160], [-4.16636, -1.62143, -3.18089], [-4.39551, 0.24752, -4.32044], [-4.35396, 1.84101, -3.68932], [-6.53165, 1.38792, -3.85750], [-6.39343, 1.07774, -2.15765], [-6.15456, -1.14774, -4.15228], [-7.67862, -2.24461, -2.30049], [-6.98186, -1.04462, -1.21912], [-5.96539, -2.22563, -2.11259], [-8.59435, 0.49521, -3.69471], [-8.02242, -0.35402, -5.11498], [-8.79913, -1.25399, -3.85332], [-4.12267, 2.35620, 0.59418], [-5.10029, 2.50631, -0.87948], [-5.69900, 1.63288, 0.51040], [-2.36902, 0.54738, 0.99860], [-2.01851, -0.82577, -0.08478], [-3.22636, -0.95330, 1.15366], [-1.51540, 0.58463, -1.88181], [-1.80289, 3.03396, -3.03634], [-3.30286, 2.91544, -2.18201], [-0.48810, 3.22549, -1.33766], [-1.28319, 2.06679, -0.32054], [-2.22541, 3.84251, 0.84788], [-2.96156, 4.50507, -0.58363], [3.10444, 5.45266, 1.79777], [4.24430, 3.03790, 1.66409], [0.23047, 2.43581, 1.04921], [2.91558, -0.87370, -0.51689], [4.20116, -0.87629, -1.67799], [2.27826, -3.22690, -1.62976], [4.01372, -3.22154, -2.00247], [3.48906, -3.03039, -0.34878], [2.15256, -1.51223, 2.98575], [3.36038, -0.60310, 3.00607], [3.95653, -0.83126, 4.29187], [3.72162, -2.35117, 4.72837], [4.87470, -3.11083, 4.39986], [3.16187, -2.36590, 6.02780], [2.58591, -2.70091, 3.65519], [1.32060, -1.08281, 3.54828], [1.82333, -1.74747, 1.97669], [3.09610, 0.44322, 2.88437], [4.08648, -0.88701, 2.23990], [5.98734, -6.00063, 3.57843], [7.37425, -6.47667, 3.94531], [7.27553, -7.90736, 3.92971], [6.21865, -8.35929, 2.80811], [6.90535, -8.70388, 1.61745], [5.27938, -9.23609, 3.40880], [5.53805, -6.93112, 2.58507], [5.30910, -6.05427, 4.43155], [5.98305, -4.99215, 3.17924], [7.69239, -6.12684, 4.92302], [8.10995, -6.17805, 3.19516], [-3.88930, 5.52043, 4.99590], [-2.49761, 5.10662, 5.41408], [-2.56172, 3.67379, 5.52882], [-3.58094, 3.11558, 4.45809], [-2.83961, 2.68417, 3.31433], [-4.49840, 2.24681, 5.09646], [-4.29416, 4.47584, 4.07836], [-4.57771, 5.53147, 5.83360], [-3.91259, 6.48585, 4.50186], [-2.19294, 5.54922, 6.35687], [-1.76645, 5.34306, 4.63932], [7.23182, -7.43089, -3.74653], [8.38697, -8.20300, -3.14919], [8.38549, -7.83762, -1.76340], [6.88200, -7.57784, -1.27859], [6.39274, -8.74122, -0.64287], [6.83132, -6.30359, -0.65394], [6.21570, -7.46987, -2.73862], [7.50091, -6.38773, -3.92667], [6.86560, -7.87342, -4.66881], [9.33848, -7.95005, -3.60756], [8.22678, -9.28060, -3.21778], [-8.52054, 7.87017, 8.23038], [-8.25622, 6.39123, 8.04893], [-7.97412, 6.25145, 6.64970], [-7.24340, 7.57512, 6.11129], [-5.83845, 7.33957, 6.09594], [-7.92003, 8.04719, 4.96906], [-7.57634, 8.51221, 7.36132], [-9.52601, 8.14238, 7.90559], [-8.37080, 8.19705, 9.25528], [-9.10503, 5.77394, 8.32734], [-7.37536, 6.07233, 8.61031], [7.69640, -12.58808, -2.98327], [7.89545, -14.04713, -3.32869], [8.12259, -14.04797, -4.74599], [8.89048, -12.71335, -5.17152], [10.27765, -12.98533, -5.26837], [8.17204, -12.09986, -6.22857], [8.63476, -11.89192, -3.81977], [6.69096, -12.24918, -3.23914], [7.89348, -12.37382, -1.93657], [7.03184, -14.65775, -3.08351], [8.78143, -14.45751, -2.84060], [-5.18568, 12.65037, 4.41013], [-4.99410, 12.55446, 2.91194], [-5.49905, 11.25654, 2.57232], [-6.71448, 10.87766, 3.55130], [-7.93829, 11.17658, 2.90302], [-6.46860, 9.60157, 4.11468], [-6.44165, 12.00687, 4.65415], [-4.40896, 12.10419, 4.94919], [-5.21558, 13.67765, 4.76202], [-3.95340, 12.64517, 2.61483], [-5.58921, 13.30262, 2.38457]]
}